(1)
Density functional theory data (ωB97M-V/def2-TZVPD) for a molecular structure, ClKO8S at a distorted geometry.

## Properties
HOMO level (eV): 0.59
Multiplicity: 1
Gap between HOMO and LUMO (eV): 2.6
Net charge: -2
Relative energy (zero: lowest compared OMol25 entry of this formula, charge and spin) (kJ/mol): 265.5

Atoms and positions in Å:
K (-2.5336, -1.6469, -0.0988)
S (-1.0210, 1.9645, 0.1746)
O (-0.8848, 1.9208, -1.2764)
O (-2.0135, 1.0387, 0.8322)
O (0.2161, 1.8085, 0.9277)
O (-1.6428, 3.2838, 0.4943)
Cl (1.5685, -1.6545, -0.2276)
O (1.7899, -2.9848, 0.1891)
O (2.4362, -0.8444, 0.5852)
O (1.8278, -1.6966, -1.6947)
O (0.2573, -1.1892, 0.0944)

Atomic partial charges in e from the Löwdin method, atoms 1 to 5: number 1, K, carries 0.861; number 2, S, carries 0.118; number 3, O, carries -0.452; number 4, O, carries -0.576; number 5, O, carries -0.433

***

(2)
Density functional theory data (ωB97M-V/def2-TZVPD) for a molecular structure, ClMn2O4 at a distorted geometry.

## Properties
HOMO level (spin up / spin down) (eV): -24.80 / -24.86
Multiplicity: 11
Gap between HOMO and LUMO (spin up / spin down) (eV): 9.4 / 9.3
Net charge: +3
Relative energy (zero: lowest compared OMol25 entry of this formula, charge and spin) (kJ/mol): 166.2
Expectation value of S²: 30.005

Atoms and positions in Å:
Mn (0.2190, -0.2486, 2.4692)
Mn (0.2788, 1.9062, -2.4311)
Cl (-0.1132, -0.3443, -0.0579)
O (0.0395, -1.7598, 0.0779)
O (0.0420, 0.4255, -1.3272)
O (-1.3664, 0.0475, 0.3902)
O (0.9003, -0.0265, 0.8790)

Atomic partial charges in e from the Löwdin method, atoms 1 to 5: number 1, Mn, carries 1.602; number 2, Mn, carries 1.697; number 3, Cl, carries 0.787; number 4, O, carries -0.124; number 5, O, carries -0.391

***

(3)
Density functional theory data (ωB97M-V/def2-TZVPD) for a molecular structure, ClN2O6Zr2 at a distorted geometry.

## Properties
HOMO level (eV): -28.19
Multiplicity: 1
Gap between HOMO and LUMO (eV): 3.2
Net charge: +5
Relative energy (zero: lowest compared OMol25 entry of this formula, charge and spin) (kJ/mol): 0.0

Atoms and positions in Å:
Zr (0.9032, -1.5225, -2.9930)
Zr (2.5546, 0.6815, 1.6506)
Cl (1.6027, -0.8474, -0.6616)
N (-0.2457, -0.6648, 2.7466)
O (-1.1030, -1.2468, 2.1952)
O (0.0209, -0.6684, 3.9173)
O (0.5057, -0.0293, 1.9708)
N (-1.0173, 1.0655, -2.2873)
O (-0.6254, -0.0888, -2.4393)
O (-0.6365, 2.2186, -2.6600)
O (-1.9591, 1.1023, -1.4393)

Atomic partial charges in e from the Löwdin method, atoms 1 to 5: number 1, Zr, carries 2.213; number 2, Zr, carries 2.410; number 3, Cl, carries 0.099; number 4, N, carries -0.499; number 5, O, carries 0.421

***

(4)
Density functional theory data (ωB97M-V/def2-TZVPD) for a molecular structure, ClNa3 at a distorted geometry.

## Properties
HOMO level (eV): -17.86
Multiplicity: 1
Gap between HOMO and LUMO (eV): 8.8
Net charge: +2
Relative energy (zero: lowest compared OMol25 entry of this formula, charge and spin) (kJ/mol): 116.3

Atoms and positions in Å:
Na (-2.1573, -0.9993, 0.4514)
Na (2.6889, 0.3207, -1.9424)
Na (-0.6628, 0.3576, 2.0927)
Cl (0.1312, 0.3210, -0.6017)

Now the Löwdin charges, all in e: number 1, Na, carries 0.714; number 2, Na, carries 0.764; number 3, Na, carries 0.699; number 4, Cl, carries -0.178

***

What is the multiplicity in the first record? 1

***

The highest relative energy (zero: lowest compared OMol25 entry of this formula, charge and spin) belongs to which entry? ClKO8S

***

Among the records above, which one has the lowest relative energy (zero: lowest compared OMol25 entry of this formula, charge and spin)? ClN2O6Zr2